Record 1
Computed, not measured: 14 unconnected molecules or ions with the total composition C35H94F6N2O16S2, with ωB97M-V/def2-TZVPD.

The HOMO-LUMO gap comes out at 6.5 eV. Its relative energy (zero: lowest compared OMol25 entry of this formula, charge and spin) is 814.6 kJ/mol.

CARTESIAN COORDINATES (ANGSTROEM)
N 3.93324 -3.63299 2.34193
H 3.97001 -4.25302 3.13837
H 4.71710 -3.02189 2.52142
H 3.11860 -3.04208 2.42727
H 4.07343 -4.13940 1.47938
C -0.97437 -2.99876 0.52302
F 0.21810 -3.18795 -0.04049
F -2.01485 -3.12144 -0.39235
F -1.04650 -3.77088 1.56602
S -1.01846 -1.11055 1.09279
O -0.46725 -0.39235 -0.07444
O -2.40265 -0.81540 1.44462
N 0.13451 -1.02571 2.38311
S -0.37149 0.30031 3.08179
O -0.09162 1.45233 2.20320
O -1.70330 0.32618 3.74048
C 0.94934 0.40716 4.39258
F 2.21758 0.50316 3.88440
F 0.77132 1.44039 5.25872
F 1.03796 -0.75399 5.04763
O -0.89487 -5.51442 6.04445
H -1.41060 -4.92467 6.59441
H -1.22607 -5.36740 5.15849
C -8.30989 3.42003 -1.06092
C -9.36644 4.03727 -0.03891
C -8.93014 5.39325 0.49444
O -10.58593 4.25990 -0.68102
H -8.29682 3.99543 -1.98659
H -8.68031 2.55044 -1.60379
H -7.38299 3.13701 -0.56207
H -9.51249 3.34169 0.78750
H -9.71774 5.98588 0.95981
H -8.33099 6.05684 -0.12906
H -8.22235 5.18832 1.29764
H -11.16457 4.59222 0.00916
C -4.75594 6.54894 6.62510
C -3.28271 6.98316 6.92464
C -2.64571 7.59708 5.71251
O -3.25708 7.95031 7.97080
H -4.65423 5.75180 5.88868
H -5.34862 7.30838 6.11512
H -5.30735 6.09272 7.44725
H -2.80873 6.13165 7.41289
H -2.71876 7.00553 4.79992
H -1.58481 7.84399 5.75287
H -3.12365 8.55144 5.49143
H -3.58917 8.78373 7.62914
C -4.02509 -5.02414 -9.11809
C -3.54015 -3.56979 -8.97911
C -3.24770 -3.03821 -7.56497
O -2.40809 -3.33451 -9.72626
H -3.17135 -5.66462 -8.89670
H -4.21114 -5.31300 -10.15252
H -4.92533 -5.20208 -8.52987
H -4.41158 -3.03409 -9.35558
H -2.48936 -3.50601 -6.93713
H -4.16915 -3.14774 -6.99309
H -2.98221 -1.98114 -7.54995
H -2.50225 -3.42632 -10.67721
C 5.00078 7.19366 -1.60648
C 4.19425 8.17209 -0.84752
C 3.34468 7.51010 0.15649
O 5.00573 9.07386 -0.18113
H 5.50447 6.50406 -0.92911
H 5.73192 7.70166 -2.23535
H 4.41866 6.49861 -2.21159
H 3.57764 8.67174 -1.59469
H 2.64358 6.93202 -0.44550
H 2.87090 8.20109 0.85375
H 3.89467 6.83869 0.81590
H 4.33227 9.69850 0.09795
C 7.90530 9.41850 6.41736
C 6.42618 9.07849 6.57918
C 6.08526 7.76137 7.18877
O 5.70824 10.18098 7.06861
H 8.42407 8.60618 5.90833
H 8.40626 9.61979 7.36428
H 7.95022 10.26928 5.73748
H 6.15609 8.96687 5.52910
H 6.47957 6.93457 6.59798
H 5.00319 7.67808 7.29009
H 6.33920 7.52717 8.22257
H 6.11642 10.97584 6.71763
C -1.80698 5.48111 -6.63831
C -0.40493 4.90462 -6.99023
C 0.39038 5.67085 -8.06076
O 0.28908 4.74982 -5.76767
H -1.66604 6.51127 -6.31120
H -2.19322 5.02422 -5.72717
H -2.51155 5.27499 -7.44404
H -0.57145 3.89465 -7.36484
H -0.12760 6.33426 -8.75336
H 1.01438 4.99812 -8.64910
H 0.99427 6.36635 -7.47793
H -0.13826 4.04906 -5.26977
C 6.30525 -8.71416 -2.95562
C 5.13316 -7.95478 -2.33417
C 4.10429 -8.81296 -1.52047
O 5.90378 -7.18579 -1.37481
H 6.86559 -9.24695 -2.18735
H 7.02616 -8.14381 -3.54135
H 5.88019 -9.49711 -3.58365
H 4.65999 -7.29679 -3.06303
H 3.37441 -9.24303 -2.20634
H 3.68989 -8.28797 -0.65980
H 4.66818 -9.56240 -0.96507
H 6.53446 -7.75889 -0.93277
C 4.91389 0.00620 -3.29634
C 4.76699 0.08902 -4.84342
C 5.73749 -0.78874 -5.56963
O 3.47623 -0.40997 -5.14615
H 4.81064 -1.02501 -2.95865
H 4.33093 0.73173 -2.72902
H 5.95718 0.29480 -3.16851
H 4.87728 1.13182 -5.14090
H 5.40444 -1.76628 -5.91835
H 6.62673 -0.98657 -4.97112
H 6.10186 -0.35144 -6.49921
H 3.03801 -0.41100 -4.29202
C -7.98040 -4.07663 4.54456
C -7.41446 -5.48120 4.88123
C -6.74105 -6.13495 3.70566
O -6.44023 -5.26204 5.86110
H -8.41862 -4.12300 3.54761
H -7.13265 -3.39543 4.47122
H -8.80954 -3.72466 5.15837
H -8.24505 -6.09588 5.22822
H -6.05711 -5.50583 3.13598
H -7.57595 -6.57455 3.15995
H -6.19152 -7.02366 4.01599
H -6.79579 -4.63670 6.49681
C 8.80602 -1.88651 6.31135
C 9.51719 -1.60198 4.96780
C 10.74777 -2.49558 4.86479
O 8.63370 -1.83211 3.90627
H 8.17343 -2.77349 6.27683
H 8.16929 -1.05933 6.62512
H 9.56869 -2.03939 7.07494
H 9.73790 -0.54258 4.83714
H 11.19266 -2.69065 5.84056
H 11.42606 -1.98686 4.17979
H 10.46078 -3.37177 4.28338
H 9.22513 -1.83940 3.15012
C -7.56181 -9.54144 -3.66224
C -8.15658 -9.36619 -5.07954
C -7.42706 -10.09864 -6.17920
O -9.53969 -9.66868 -5.23399
H -7.61384 -10.60744 -3.44081
H -8.24407 -9.23818 -2.86811
H -6.58199 -9.07214 -3.57387
H -8.19153 -8.28614 -5.22227
H -7.93522 -9.92817 -7.12831
H -7.43706 -11.15096 -5.89523
H -6.33879 -10.04450 -6.15027
H -9.66109 -10.54718 -4.86644


Record 2
Computed, not measured: a molecular structure, C35H94N11O17Sr, with ωB97M-V/def2-TZVPD.

The HOMO-LUMO gap comes out at 6.5 eV. As for the total charge: +1.

CARTESIAN COORDINATES (ANGSTROEM)
Sr -1.39279 -6.16516 1.49175
C -1.06827 -1.89026 0.08456
C -0.96206 -3.32340 0.50880
O -0.56687 -3.63573 1.68068
O -1.24945 -4.25176 -0.28768
H -1.53896 -1.22542 0.80878
H -1.55769 -1.75385 -0.87805
H -0.05374 -1.49910 -0.04086
C 3.65744 -2.58632 2.46281
O 3.31118 -2.72239 3.63363
N 4.93988 -2.32170 2.10590
N 2.84001 -2.75044 1.37962
H 5.67875 -2.22179 2.77321
H 5.13441 -2.42705 1.11960
H 3.16347 -2.46400 0.47081
H 1.87161 -2.88685 1.63106
C -0.96525 -1.22537 4.48362
O -1.27942 -0.21538 5.12146
N -1.82745 -1.84671 3.63730
N 0.24317 -1.82717 4.59565
H -1.44625 -2.53351 2.99241
H -2.79338 -1.58735 3.59362
H 0.47196 -2.61343 4.02049
H 0.95668 -1.31152 5.08052
C -0.66772 -5.27746 -3.77090
O -0.84053 -6.33282 -3.13275
N -0.32433 -5.26461 -5.07145
N -0.87107 -4.05985 -3.19247
H -0.32985 -6.14640 -5.55149
H -0.21745 -4.38855 -5.54426
H -0.42113 -3.28702 -3.64919
H -1.04612 -4.10719 -2.19276
C -2.96538 1.48794 1.22734
O -2.70450 2.85514 1.19979
C -2.61327 3.43286 2.51158
C -2.09662 4.86038 2.47931
N -2.93983 5.75270 1.68534
C -2.25154 6.97685 1.32293
C -3.16827 7.86666 0.48655
O -3.65043 7.11810 -0.62445
C -4.26009 7.94263 -1.60547
H -2.64258 1.09485 0.25655
H -4.01441 1.18467 1.32216
H -2.39328 0.90218 1.95784
H -1.92253 2.79543 3.07064
H -3.61695 3.36698 2.94497
H -1.03000 4.77291 2.23586
H -2.07876 5.18829 3.52379
H -3.36515 5.14574 0.99895
H -1.30398 6.77596 0.81211
H -1.97267 7.49255 2.24327
H -2.82611 8.84117 0.12932
H -4.04997 8.03441 1.12073
H -4.70123 7.27873 -2.34653
H -3.41973 8.42241 -2.12692
H -4.94208 8.68191 -1.18314
C 1.26270 0.17872 1.67935
O 1.40834 1.50800 2.13615
C 1.98956 2.35897 1.19646
C 1.98653 3.81403 1.61973
N 2.49318 4.71713 0.58534
C 2.46772 6.10728 1.11111
C 3.45994 6.91424 0.27130
O 3.76367 8.09795 0.96812
C 4.82600 8.80007 0.37088
H 2.23984 -0.22991 1.40503
H 0.49278 0.16804 0.90076
H 0.87902 -0.42732 2.50077
H 1.56259 2.29139 0.18108
H 3.03409 2.07684 0.98589
H 2.62614 3.92473 2.49902
H 0.95749 4.06110 1.91755
H 1.77278 4.62235 -0.13197
H 2.86160 6.10441 2.12596
H 1.43796 6.45021 0.99954
H 2.95069 7.08697 -0.68824
H 4.34307 6.30651 0.06114
H 5.06220 9.69585 0.94386
H 4.57715 9.13903 -0.64068
H 5.74085 8.20087 0.32014
C 3.13250 -6.58951 -2.87382
O 3.14451 -5.17648 -2.96086
C 2.72756 -4.53008 -1.77309
C 2.54655 -3.04389 -2.11389
N 3.67775 -2.29417 -1.58063
C 3.70082 -0.91168 -2.10929
C 4.71967 -0.07097 -1.33426
O 5.96635 -0.75722 -1.43880
C 6.96662 -0.30219 -0.54588
H 2.24048 -6.94613 -2.34762
H 4.03922 -6.89203 -2.34209
H 3.10408 -7.00879 -3.87685
H 3.45173 -4.77659 -0.98266
H 1.84342 -5.04509 -1.36290
H 1.59821 -2.79207 -1.62084
H 2.32134 -2.95314 -3.17932
H 4.58069 -2.67333 -1.85138
H 2.73507 -0.43811 -1.91177
H 3.93572 -0.82854 -3.17269
H 4.44633 0.11793 -0.29743
H 4.82379 0.85329 -1.91239
H 7.01520 0.78835 -0.58181
H 7.90972 -0.76301 -0.82904
H 6.74633 -0.62700 0.47403
C -5.84253 -4.50195 0.49349
O -6.23153 -5.72954 -0.10076
C -5.58747 -6.05110 -1.31387
C -4.02640 -6.00130 -1.22594
N -3.50039 -6.55011 0.05560
C -3.58606 -8.01112 -0.03505
C -3.44359 -8.60336 1.37184
O -2.22497 -8.30706 2.04496
C -2.27736 -8.79144 3.38555
H -6.45205 -4.41259 1.39311
H -6.17536 -3.66767 -0.13058
H -4.78664 -4.46586 0.76746
H -5.88101 -5.31605 -2.07172
H -5.91951 -6.97132 -1.79356
H -3.80625 -4.93486 -1.14928
H -3.52638 -6.46119 -2.07476
H -4.30735 -6.33458 0.65288
H -2.85381 -8.40619 -0.73941
H -4.58104 -8.36110 -0.32565
H -3.61786 -9.68252 1.41596
H -4.33407 -8.22408 1.89342
H -1.86856 -9.79635 3.48319
H -3.26065 -8.70519 3.84828
H -1.64883 -8.16980 4.03205
C 0.11666 9.60343 -1.68813
O 0.04110 8.44029 -2.50536
C -0.03168 7.26761 -1.69475
C 0.52228 6.10566 -2.50291
N 0.39501 4.80029 -1.86346
C -0.99417 4.27333 -1.88936
C -1.03559 2.81038 -1.52549
O -0.21267 2.10910 -2.44261
C -0.35293 0.72258 -2.39787
H 1.03179 10.14496 -1.94869
H 0.04984 9.53785 -0.60350
H -0.67094 10.28964 -2.02116
H -1.09857 7.08108 -1.54374
H 0.56863 7.27767 -0.78418
H 1.57770 6.34371 -2.65674
H 0.01951 5.99031 -3.47228
H 0.89898 4.06615 -2.34665
H -1.37889 4.33239 -2.91490
H -1.63545 4.79323 -1.17733
H -2.08215 2.49228 -1.58244
H -0.69284 2.62374 -0.50213
H 0.32521 0.23806 -3.09616
H -1.35753 0.39591 -2.71278
H -0.32439 0.38016 -1.35693
O 1.53997 -4.66279 4.01964
H 1.40494 -5.00140 3.12877
H 2.37236 -4.11438 3.99547
O -0.31049 -7.28069 -0.50469
H -0.26232 -6.82013 -1.37736
H -0.17270 -8.21291 -0.70947


Record 3
Computed, not measured: a molecular structure, C35H95N7O15, with ωB97M-V/def2-TZVPD.

The HOMO-LUMO gap comes out at 6.5 eV. Its relative energy (zero: lowest compared OMol25 entry of this formula, charge and spin) is 5565.6 kJ/mol.

CARTESIAN COORDINATES (ANGSTROEM)
C -21.72432 2.05434 -7.04057
O -21.40932 2.19147 -8.38074
C -22.57386 1.93526 -9.27348
C -22.17274 2.06579 -10.81708
N -22.03567 0.76866 -11.40475
C -21.63388 0.83093 -12.81594
C -22.39851 1.70401 -13.79239
O -22.17201 1.34644 -15.14597
C -23.19178 1.57898 -16.17975
H -22.79292 2.13463 -6.84120
H -21.21180 2.72821 -6.35405
H -21.45253 1.03027 -6.78461
H -23.31855 2.72744 -9.19613
H -22.99875 0.94654 -9.10021
H -21.21754 2.58937 -10.85635
H -22.79556 2.75949 -11.38187
H -22.93168 0.30949 -11.48501
H -21.75620 -0.18184 -13.19992
H -20.60389 1.02109 -13.11771
H -22.22480 2.75800 -13.57554
H -23.45343 1.55986 -13.55898
H -24.04803 0.90764 -16.11474
H -22.81790 1.40706 -17.18909
H -23.61683 2.58125 -16.12602
C -22.84549 1.71202 0.04934
O -21.88249 0.82015 -0.44696
C -22.53961 -0.21501 -1.17758
C -21.53581 -0.95279 -2.14753
N -21.99779 -2.28559 -2.46196
C -21.43379 -2.76391 -3.77284
C -22.16183 -2.00484 -4.97589
O -22.09577 -2.88768 -6.07989
C -23.00411 -2.72791 -7.15681
H -23.60529 1.15372 0.59624
H -23.16909 2.33794 -0.78228
H -22.52272 2.35439 0.86866
H -23.34054 0.19268 -1.79435
H -23.21034 -0.80578 -0.55369
H -20.57100 -0.97425 -1.64079
H -21.44698 -0.29526 -3.01233
H -22.03532 -3.00136 -1.75037
H -21.55458 -3.84307 -3.86737
H -20.34765 -2.67482 -3.75113
H -21.75682 -1.00534 -5.13423
H -23.20727 -1.91440 -4.68094
H -22.90686 -1.75594 -7.64045
H -23.99256 -2.65691 -6.70290
H -23.07187 -3.68187 -7.67975
C -22.53371 4.36603 -1.81019
O -22.71078 4.12491 -3.20515
C -24.08058 3.92680 -3.49892
C -24.33413 3.83301 -5.03734
N -23.42626 2.87725 -5.65213
C -24.07547 2.17210 -6.69837
C -24.29915 2.91623 -8.04681
O -25.09836 4.05934 -7.86833
C -25.76387 4.40920 -8.99813
H -23.11912 3.58015 -1.33291
H -22.94741 5.33526 -1.53170
H -21.54466 4.32794 -1.35366
H -24.70421 4.71161 -3.07084
H -24.47316 3.07058 -2.95040
H -24.09188 4.87122 -5.26437
H -25.37120 3.73434 -5.35806
H -22.99619 2.33186 -4.91886
H -24.99215 1.63158 -6.46247
H -23.35443 1.40269 -6.97444
H -24.87320 2.19530 -8.62889
H -23.51066 3.18360 -8.75030
H -26.34377 5.32781 -8.90878
H -26.43731 3.59605 -9.26901
H -25.06623 4.56933 -9.82018
C -26.97131 1.46156 -6.52941
O -27.01666 0.68441 -7.68214
C -26.42993 1.25891 -8.82735
C -26.57994 0.14979 -9.85272
N -27.93355 -0.30252 -10.05177
C -28.83614 0.57712 -10.72115
C -30.25218 0.08436 -10.82587
O -30.69239 -0.41114 -9.57751
C -32.04202 -0.86211 -9.51788
H -26.17135 2.19831 -6.45613
H -26.75325 0.86639 -5.64266
H -27.91421 1.91221 -6.21963
H -25.38622 1.45768 -8.58391
H -26.88388 2.16147 -9.23651
H -26.05415 -0.75351 -9.54335
H -26.11334 0.40602 -10.80389
H -28.25474 -0.25781 -9.09525
H -28.56077 0.89803 -11.72578
H -28.93511 1.52563 -10.19328
H -30.43365 -0.66154 -11.59970
H -30.82653 0.90776 -11.25042
H -32.74553 -0.04157 -9.65886
H -32.28889 -1.01864 -8.46781
H -32.25909 -1.70305 -10.17652
C -25.76182 4.96302 -0.65834
O -26.65772 4.10017 -0.01794
C -25.99067 2.98181 0.63213
C -25.10807 2.15561 -0.30426
N -25.77282 1.64262 -1.53361
C -24.85746 1.01948 -2.35568
C -25.68247 0.67988 -3.56888
O -24.91014 -0.32506 -4.28034
C -25.53380 -0.89142 -5.42358
H -26.35369 5.80883 -1.00820
H -25.34155 4.37809 -1.47646
H -24.94080 5.35242 -0.05635
H -26.80291 2.30382 0.89422
H -25.34676 3.27485 1.46136
H -24.82726 1.30659 0.31897
H -24.18853 2.67762 -0.56893
H -26.69003 1.24507 -1.38943
H -24.38618 0.16879 -1.86342
H -24.13196 1.81416 -2.52954
H -25.81660 1.49007 -4.28561
H -26.67021 0.24407 -3.41873
H -25.63531 -0.18370 -6.24633
H -26.51919 -1.28095 -5.16788
H -24.94223 -1.72736 -5.79688
C -22.69182 1.01174 -4.77630
O -23.24369 0.25835 -5.63128
N -21.43389 1.31128 -4.79379
N -23.28821 1.33193 -3.71326
H -21.24325 1.93357 -4.02144
H -20.79420 1.07645 -5.53927
H -24.20273 0.90514 -3.67321
H -22.79430 1.49598 -2.84767
C -24.81940 -1.53784 -10.36250
O -25.56734 -0.80356 -11.36888
H -23.76664 -1.61731 -10.63358
H -24.70522 -0.89720 -9.48807
H -25.28124 -2.43938 -9.95997
H -26.46390 -1.14240 -11.42341
C -24.15473 0.00399 -7.87334
O -24.83513 0.36823 -6.68992
H -23.97252 -0.97815 -8.30958
H -24.71256 0.58518 -8.60760
H -23.17660 0.48300 -7.82974
H -24.31053 0.09086 -5.93529
C -25.60022 -2.42821 -8.12070
O -25.15585 -3.76527 -8.65463
H -26.68915 -2.42124 -8.16832
H -25.21428 -2.21728 -7.12337
H -25.18882 -1.56850 -8.64962
H -25.46971 -4.52916 -8.16517
C -22.02054 -1.67012 -10.10265
O -22.72623 -0.70696 -9.38480
H -20.95918 -1.55353 -9.88349
H -22.35548 -2.59972 -9.64246
H -22.34806 -1.60319 -11.14011
H -22.75888 0.02930 -9.99999